A structure of composition C21H20AsCoN4O3S4 in a non-equilibrium geometry, computed with ωB97M-V/def2-TZVPD.

Cartesian coordinates (Å):
Co: -1.19 1.82 -0.35
S: -1.26 2.26 2.49
S: 0.16 3.56 2.80
S: 1.09 4.14 0.98
S: -0.16 3.97 -0.55
O: 0.63 1.13 0.37
As: 1.09 -0.44 0.53
C: 2.36 -0.47 1.99
C: 3.67 -0.88 1.85
C: 4.54 -0.81 2.93
C: 4.08 -0.33 4.15
C: 2.76 0.08 4.29
C: 1.90 0.02 3.21
C: -0.28 -1.72 1.00
C: -1.62 -1.43 0.86
C: -2.58 -2.39 1.18
C: -2.17 -3.63 1.64
C: -0.83 -3.92 1.80
C: 0.13 -2.97 1.48
C: 2.02 -1.12 -1.01
C: 3.10 -0.39 -1.48
C: 3.85 -0.86 -2.55
C: 3.50 -2.07 -3.14
C: 2.41 -2.80 -2.68
C: 1.67 -2.32 -1.61
H: 4.03 -1.26 0.90
H: 5.56 -1.13 2.83
H: 4.76 -0.28 5.00
H: 2.41 0.46 5.25
H: 0.87 0.35 3.31
H: -1.93 -0.46 0.51
H: -3.63 -2.15 1.07
H: -2.92 -4.38 1.89
H: -0.51 -4.89 2.16
H: 1.18 -3.18 1.59
H: 3.35 0.56 -1.01
H: 4.70 -0.30 -2.91
H: 4.09 -2.46 -3.96
H: 2.15 -3.74 -3.14
H: 0.82 -2.88 -1.24
N: -4.09 3.30 -3.03
C: -5.11 3.38 -2.16
N: -6.26 3.96 -2.55
N: -5.08 2.89 -0.94
C: -4.03 2.33 -0.45
N: -3.10 1.82 0.02
H: -4.17 3.71 -3.94
H: -3.22 2.81 -2.79
H: -6.30 4.53 -3.38
H: -6.96 4.09 -1.84
O: -1.96 2.19 -2.59
C: -1.37 1.12 -2.86
O: -0.81 0.41 -1.99
H: -1.34 0.78 -3.91

Total charge = 0
Multiplicity = 5
HOMO level (spin up / spin down) = -6.57 / -6.78 eV
Frontier orbital gap (spin up / spin down) = 7.134 / 5.921 eV
Molar mass = 638.5 g/mol
ΔE to the lowest compared entry with this formula, charge and spin = 24.1 kJ/mol
<S²> = 6.015


A structure of composition C21H20AsFN3O3PtS3 in a non-equilibrium geometry, computed with ωB97M-V/def2-TZVPD.

Cartesian coordinates (Å):
Pt: -0.38 -1.69 -2.66
C: 1.67 -3.36 4.28
C: 0.85 -2.07 4.23
C: -0.31 -2.19 5.22
C: -1.11 -0.89 5.22
C: -1.59 -0.61 3.82
C: -2.73 0.15 3.61
C: -3.18 0.37 2.32
F: -4.28 1.15 2.13
C: -2.54 -0.18 1.23
C: -1.38 -0.94 1.42
C: -0.72 -1.53 0.27
O: -1.35 -1.59 -0.83
C: 0.62 -1.99 0.52
C: 1.06 -2.08 1.80
N: 0.32 -1.80 2.90
C: -0.88 -1.12 2.73
C: 1.64 -2.42 -0.53
O: 2.73 -2.80 -0.12
O: 1.34 -2.40 -1.76
H: 1.86 -3.62 5.32
H: 2.63 -3.25 3.78
H: 1.13 -4.18 3.80
H: 1.49 -1.23 4.53
H: 0.08 -2.39 6.22
H: -0.95 -3.02 4.92
H: -0.48 -0.07 5.57
H: -1.97 -0.97 5.89
H: -3.27 0.57 4.44
H: -2.91 -0.02 0.22
H: 2.08 -2.42 1.95
S: 0.58 -1.61 -4.76
C: -0.89 -0.86 -5.23
S: -2.16 -1.15 -4.07
C: -0.91 0.25 -6.16
C: -0.16 1.29 -5.66
N: 0.43 2.10 -5.07
C: -1.60 0.28 -7.35
N: -2.13 0.27 -8.38
C: 2.70 2.99 -3.63
As: 0.98 2.78 -2.73
C: -0.35 4.14 -3.21
C: 1.54 3.62 -1.03
S: 0.29 0.97 -1.92
H: 2.96 4.05 -3.60
H: 2.68 2.64 -4.65
H: 3.43 2.42 -3.05
H: 0.11 5.12 -3.10
H: -1.17 4.03 -2.49
H: -0.73 4.01 -4.23
H: 1.90 4.64 -1.16
H: 2.33 3.01 -0.60
H: 0.70 3.61 -0.34

Total charge = -1
Multiplicity = 3
HOMO level (spin up / spin down) = -2.67 / -4.11 eV
Frontier orbital gap (spin up / spin down) = 4.493 / 4.793 eV
Molar mass = 747.6 g/mol
<S²> = 2.019


A structure of composition C21H20BrCaN3O11P2, computed with ωB97M-V/def2-TZVPD.

Cartesian coordinates (Å):
Ca: -1.07 -0.76 -0.01
C: -1.49 -3.28 4.12
C: -1.96 -2.93 2.71
O: -3.15 -3.67 2.38
P: -2.59 -1.20 2.70
O: -3.79 -1.20 3.72
O: -1.56 -0.31 3.48
O: -2.93 -0.72 1.33
P: -0.61 -3.37 1.48
O: 0.45 -2.15 1.74
O: -0.14 -4.72 1.85
O: -1.09 -3.02 0.09
H: -2.30 -3.15 4.84
H: -0.65 -2.64 4.42
H: -1.15 -4.32 4.13
H: -2.88 -4.58 2.19
H: -4.48 -1.84 3.49
H: -0.95 0.27 2.97
H: 1.18 -2.34 2.34
Br: 6.15 1.42 -2.17
C: 4.37 0.79 -2.17
C: 3.68 0.68 -3.37
C: 2.38 0.23 -3.37
C: 1.75 -0.11 -2.17
C: 2.44 0.03 -0.97
C: 3.75 0.47 -0.97
N: 0.41 -0.54 -2.11
C: -0.10 -1.23 -3.05
C: -1.54 -1.58 -3.05
C: -2.05 -2.45 -4.01
C: -3.40 -2.76 -3.97
C: -4.20 -2.18 -3.00
C: -3.61 -1.30 -2.10
N: -2.32 -1.00 -2.14
H: 4.17 0.95 -4.29
H: 1.83 0.18 -4.31
H: 1.94 -0.19 -0.03
H: 4.29 0.58 -0.03
H: 0.48 -1.60 -3.89
H: -1.39 -2.89 -4.75
H: -3.82 -3.44 -4.69
H: -5.25 -2.39 -2.94
H: -4.19 -0.82 -1.32
O: 0.38 1.78 3.03
C: 0.33 1.86 1.81
O: -0.20 0.96 1.06
C: 0.97 3.03 1.11
C: 0.92 3.17 -0.28
C: 1.52 4.25 -0.91
C: 2.17 5.22 -0.16
C: 2.21 5.06 1.21
C: 1.62 3.99 1.87
N: 2.91 6.08 2.02
O: 3.34 7.06 1.43
O: 3.00 5.90 3.21
H: 0.42 2.41 -0.86
H: 1.47 4.34 -1.98
H: 2.65 6.07 -0.62
H: 1.67 3.90 2.94

Total charge = 0
HOMO level = -9.37 eV
Frontier orbital gap = 7.874 eV
Molar mass = 672.3 g/mol
ΔE to the lowest compared entry with this formula, charge and spin = 0.0 kJ/mol


A structure of composition C21H20Co2NO7 in a non-equilibrium geometry, computed with ωB97M-V/def2-TZVPD.

Cartesian coordinates (Å):
O: -2.28 1.20 -1.52
C: -1.37 0.60 -1.13
Co: -0.02 -0.34 -0.65
C: 1.02 1.01 -1.11
O: 1.56 1.95 -1.51
C: -0.50 -0.51 1.03
O: -0.92 -0.67 2.10
C: -0.28 -1.84 -1.88
C: -1.54 -2.58 -1.81
C: -2.01 -3.07 -0.57
C: -3.29 -3.61 -0.47
C: -4.11 -3.71 -1.61
C: -3.59 -3.36 -2.86
C: -2.31 -2.82 -2.97
C: 0.56 -1.60 -2.99
C: 0.63 -1.15 -4.25
Co: 1.48 -2.07 -1.56
C: 1.49 -2.45 0.19
O: 1.61 -2.87 1.26
C: 2.81 -0.89 -1.72
O: 3.77 -0.24 -1.75
C: 2.37 -3.48 -2.16
O: 3.02 -4.37 -2.52
H: -1.35 -3.02 0.30
H: -3.65 -3.94 0.50
H: -5.13 -4.06 -1.51
H: -4.19 -3.50 -3.76
H: -1.89 -2.55 -3.94
H: 1.58 -1.22 -4.78
H: -0.23 -0.71 -4.77
C: -2.13 3.48 0.85
O: -0.96 2.84 1.33
C: -0.25 3.56 2.33
C: 0.82 2.59 2.82
C: 2.05 3.12 3.57
C: 3.12 2.05 3.27
C: 2.59 1.24 2.07
N: 1.36 1.88 1.72
H: -2.77 2.68 0.46
H: -2.69 4.04 1.63
H: -1.91 4.17 0.02
H: 0.22 4.47 1.93
H: -0.92 3.81 3.18
H: 0.28 1.90 3.51
H: 2.35 4.10 3.16
H: 1.85 3.24 4.64
H: 4.09 2.49 3.06
H: 3.23 1.38 4.13
H: 3.28 1.24 1.22
H: 2.45 0.18 2.34
H: 0.69 1.39 1.14

Total charge = -1
HOMO level = -4.18 eV
Frontier orbital gap = 7.191 eV
Molar mass = 516.3 g/mol
ΔE to the lowest compared entry with this formula, charge and spin = 0.0 kJ/mol